{
  "formula": "C24H39Br16F13O2S",
  "method": "ωB97M-V/def2-TZVPD",
  "elements": ["O", "C", "O", "C", "C", "C", "C", "F", "F", "C", "F", "F", "C", "F", "F", "C", "F", "F", "S", "F", "F", "F", "F", "F", "H", "H", "H", "H", "H", "H", "H", "Br", "C", "C", "Br", "H", "H", "H", "H", "Br", "C", "C", "Br", "H", "H", "H", "H", "Br", "C", "C", "Br", "H", "H", "H", "H", "Br", "C", "C", "Br", "H", "H", "H", "H", "Br", "C", "C", "Br", "H", "H", "H", "H", "Br", "C", "C", "Br", "H", "H", "H", "H", "Br", "C", "C", "Br", "H", "H", "H", "H", "Br", "C", "C", "Br", "H", "H", "H", "H"],
  "coordinates": [[-3.880, -2.446, 1.441], [-4.722, -1.594, 1.045], [-4.402, -0.219, 0.960], [-5.074, 0.430, -0.153], [-4.590, -0.141, -1.600], [-3.001, -0.288, -1.716], [-2.252, 1.093, -2.139], [-1.742, 0.824, -3.465], [-3.267, 2.096, -2.332], [-1.108, 1.525, -1.110], [-1.386, 1.195, 0.244], [0.047, 0.737, -1.456], [-0.607, 3.071, -1.283], [-0.737, 3.369, -2.651], [0.777, 3.033, -0.893], [-1.351, 4.046, -0.267], [-0.712, 3.863, 1.003], [-2.720, 3.713, -0.027], [-1.287, 5.877, -0.642], [-0.407, 6.156, 0.783], [0.167, 5.798, -1.442], [-2.204, 5.752, -2.021], [-2.677, 6.109, 0.283], [-1.266, 7.533, -0.881], [-5.744, -1.988, 0.725], [-6.227, 0.413, -0.057], [-4.767, 1.531, -0.125], [-5.013, -1.220, -1.632], [-5.090, 0.401, -2.473], [-2.593, -0.738, -0.751], [-2.809, -1.080, -2.535], [4.329, -0.346, -0.871], [4.336, 0.589, -2.582], [2.933, 0.893, -3.043], [2.066, -0.696, -3.766], [4.896, -0.032, -3.281], [4.890, 1.511, -2.399], [2.946, 1.609, -3.867], [2.291, 1.273, -2.249], [7.622, -3.083, 1.172], [8.637, -1.427, 1.012], [7.964, -0.460, 0.070], [8.250, -0.968, -1.790], [9.645, -1.702, 0.701], [8.672, -1.017, 2.022], [8.402, 0.535, 0.163], [6.887, -0.393, 0.219], [-6.510, 3.650, -3.330], [-5.933, 2.696, -4.928], [-6.990, 1.728, -5.401], [-7.023, 0.124, -4.294], [-4.985, 2.214, -4.686], [-5.760, 3.472, -5.676], [-6.764, 1.374, -6.408], [-7.996, 2.146, -5.385], [4.639, -5.466, 2.482], [3.218, -4.386, 1.697], [3.761, -3.099, 1.127], [4.145, -1.807, 2.535], [2.470, -4.232, 2.474], [2.793, -5.007, 0.907], [3.016, -2.616, 0.493], [4.682, -3.233, 0.559], [-0.438, 5.802, 6.470], [-0.434, 6.703, 4.741], [-1.838, 6.997, 4.273], [-2.705, 5.395, 3.582], [0.125, 6.068, 4.053], [0.119, 7.629, 4.905], [-1.824, 7.696, 3.435], [-2.481, 7.393, 5.060], [1.439, -10.426, 1.457], [3.187, -10.072, 0.671], [3.424, -8.591, 0.508], [2.446, -7.882, -1.022], [3.229, -10.622, -0.270], [3.905, -10.501, 1.371], [4.475, -8.391, 0.291], [3.121, -8.007, 1.377], [0.200, 10.026, 2.502], [-1.064, 10.659, 3.843], [-0.385, 11.525, 4.874], [0.627, 10.449, 6.146], [-1.542, 9.777, 4.270], [-1.805, 11.234, 3.286], [-1.123, 12.057, 5.476], [0.311, 12.245, 4.443], [1.080, -14.239, 1.208], [-0.471, -13.636, 0.195], [-0.300, -13.905, -1.280], [0.903, -12.610, -2.101], [-0.612, -12.580, 0.427], [-1.311, -14.207, 0.595], [-1.249, -13.784, -1.805], [0.103, -14.895, -1.494]],
  "atomic_forces_ev_per_a": [[-3.278, 3.805, -1.380], [3.211, -2.373, 1.083], [-1.252, -2.368, -0.885], [-0.272, 1.467, -1.603], [-0.499, -1.124, 1.150], [-0.322, -0.269, -0.284], [-2.241, -2.057, -1.460], [-0.416, 1.259, 2.908], [2.520, -1.345, 0.675], [1.954, -0.869, 0.162], [0.201, 1.046, -3.285], [-2.714, 1.544, 0.662], [1.332, -1.642, -0.159], [0.435, -0.155, 3.088], [-3.160, 0.704, -1.259], [-0.897, -1.732, 3.272], [-1.587, 0.072, -3.389], [3.463, 0.418, -1.338], [-0.174, 4.784, 1.626], [-1.275, -0.182, -2.487], [-2.474, -0.422, 0.769], [1.744, -0.354, 2.098], [2.145, -0.366, -1.781], [0.010, -2.672, 0.159], [0.935, 1.214, 0.249], [1.845, -0.269, -0.116], [-0.380, -1.544, 0.318], [0.786, 1.576, -0.152], [0.922, -0.552, 1.502], [-0.438, 0.876, -1.205], [-0.034, 1.603, 1.175], [-0.049, 0.069, -0.107], [0.124, 0.097, 0.160], [-0.082, -0.016, -0.246], [-0.006, 0.057, 0.090], [-0.145, 0.075, 0.079], [-0.102, -0.068, -0.037], [0.073, -0.068, 0.090], [0.173, -0.091, -0.067], [0.127, -0.004, -0.049], [-0.121, -0.093, 0.202], [0.185, 0.166, -0.083], [-0.130, 0.017, 0.050], [-0.172, 0.083, -0.031], [-0.044, 0.019, -0.131], [0.001, -0.125, 0.037], [0.179, -0.093, 0.017], [0.107, -0.114, 0.005], [-0.058, 0.270, 0.017], [0.092, -0.191, -0.135], [-0.208, 0.052, -0.136], [-0.167, 0.000, -0.044], [-0.056, -0.122, 0.037], [0.028, 0.066, 0.111], [0.194, 0.003, 0.061], [-0.042, 0.029, 0.059], [0.010, -0.203, -0.149], [-0.183, 0.147, 0.042], [0.061, -0.031, -0.082], [0.153, 0.058, -0.108], [0.057, 0.110, 0.018], [0.028, -0.126, 0.075], [-0.118, -0.044, 0.114], [0.020, -0.011, -0.113], [0.126, 0.155, 0.237], [-0.056, -0.055, -0.293], [-0.057, 0.055, 0.150], [-0.185, 0.086, 0.041], [-0.098, -0.046, -0.054], [0.103, -0.107, 0.027], [0.165, -0.109, -0.024], [0.030, 0.083, -0.066], [-0.040, -0.129, 0.208], [0.129, 0.043, -0.191], [-0.020, 0.059, 0.111], [-0.030, 0.139, 0.099], [-0.051, 0.106, -0.068], [-0.102, -0.060, 0.052], [0.038, -0.165, -0.104], [-0.082, -0.116, 0.096], [0.019, 0.157, -0.303], [-0.066, -0.026, 0.304], [0.011, 0.045, -0.091], [0.098, 0.189, 0.049], [0.079, -0.023, 0.102], [0.030, -0.079, -0.104], [-0.124, -0.165, -0.029], [-0.063, 0.028, -0.044], [-0.001, -0.224, 0.203], [-0.081, 0.199, -0.170], [0.016, -0.098, 0.007], [0.083, -0.122, -0.134], [0.075, 0.035, -0.109], [0.073, 0.002, 0.110], [-0.041, 0.149, 0.132]],
  "spin_multiplicity": 1,
  "e_homo_ev": -9.8,
  "smiles": "O=COCCCC(F)(F)C(F)(F)C(F)(F)C(F)(F)S(F)(F)(F)(F)F.BrCCBr.BrCCBr.BrCCBr.BrCCBr.BrCCBr.BrCCBr.BrCCBr.BrCCBr",
  "gap_ev": 8.283,
  "lumo_energy_ev": -1.5
}

=====

{
  "formula": "C28H22F13N7O4Tc",
  "method": "ωB97M-V/def2-TZVPD",
  "elements": ["Tc", "C", "C", "C", "C", "C", "N", "C", "C", "C", "C", "C", "C", "C", "C", "O", "C", "F", "F", "F", "C", "F", "F", "F", "C", "C", "C", "O", "C", "F", "F", "F", "C", "F", "F", "F", "H", "H", "H", "H", "H", "H", "H", "H", "H", "H", "H", "H", "N", "C", "N", "C", "N", "C", "C", "N", "C", "C", "N", "H", "H", "H", "H", "H", "F", "N", "C", "C", "O", "O", "H", "H", "H", "H", "H"],
  "coordinates": [[-0.255, -0.014, -0.483], [-4.738, -2.343, 4.584], [-3.665, -2.201, 3.581], [-2.543, -3.050, 3.591], [-1.564, -2.898, 2.662], [-1.573, -1.793, 1.724], [-0.492, -1.505, 0.997], [0.688, -2.184, 1.192], [1.187, -2.390, 2.505], [2.273, -3.194, 2.723], [2.887, -3.844, 1.648], [4.039, -4.764, 1.847], [2.411, -3.597, 0.340], [1.381, -2.737, 0.069], [0.843, -2.612, -1.358], [0.107, -1.449, -1.634], [2.006, -2.524, -2.417], [1.495, -2.243, -3.604], [2.815, -1.523, -2.048], [2.726, -3.630, -2.522], [-0.104, -3.827, -1.619], [-0.816, -3.649, -2.714], [0.567, -4.961, -1.696], [-0.958, -3.920, -0.572], [-2.851, -1.114, 1.554], [-3.821, -1.304, 2.481], [-3.200, -0.408, 0.261], [-2.016, -0.007, -0.393], [-4.090, 0.865, 0.451], [-4.012, 1.633, -0.632], [-3.652, 1.567, 1.497], [-5.349, 0.529, 0.651], [-3.902, -1.421, -0.722], [-4.908, -2.026, -0.118], [-2.998, -2.327, -1.084], [-4.335, -0.783, -1.795], [-4.335, -2.598, 5.565], [-5.370, -1.459, 4.645], [-5.384, -3.185, 4.292], [-2.494, -3.865, 4.303], [-0.780, -3.637, 2.609], [0.743, -1.822, 3.314], [2.669, -3.312, 3.724], [4.302, -4.880, 2.895], [3.807, -5.746, 1.426], [4.913, -4.404, 1.297], [2.886, -4.133, -0.468], [-4.781, -0.816, 2.376], [-1.129, 3.877, 0.871], [-1.254, 2.770, 0.179], [-0.401, 1.862, 0.650], [0.283, 2.543, 1.660], [-0.172, 3.760, 1.807], [1.431, 2.135, 2.498], [2.179, 3.150, 3.099], [3.247, 2.884, 3.836], [3.575, 1.604, 3.968], [2.816, 0.598, 3.388], [1.730, 0.851, 2.657], [-1.637, 4.744, 0.773], [-1.927, 2.649, -0.651], [1.905, 4.190, 2.974], [4.461, 1.377, 4.549], [3.098, -0.437, 3.514], [1.470, 0.145, -0.071], [1.043, 3.734, -4.354], [0.655, 2.319, -4.040], [0.385, 2.232, -2.536], [0.561, 3.211, -1.846], [0.010, 1.037, -2.186], [0.326, 4.230, -4.885], [1.919, 3.803, -4.873], [1.142, 4.196, -3.432], [1.474, 1.650, -4.294], [-0.220, 2.023, -4.611]],
  "atomic_forces_ev_per_a": [[0.151, 0.609, -1.214], [-0.013, 0.010, -0.003], [0.026, -0.072, 0.021], [-0.177, 0.038, 0.128], [0.178, 0.107, -0.086], [0.138, -0.156, -0.157], [-0.175, -0.048, 0.389], [0.056, -0.139, 0.176], [-0.230, 0.099, -0.154], [0.206, -0.067, -0.024], [0.013, 0.044, 0.079], [0.023, -0.011, -0.101], [0.157, -0.064, 0.064], [-0.131, 0.119, 0.051], [0.022, -0.091, 0.112], [0.090, 0.222, 0.225], [-0.256, 0.039, 0.060], [-0.006, 0.025, -0.104], [0.023, 0.070, -0.002], [0.044, -0.122, 0.022], [-0.036, 0.186, -0.045], [-0.011, -0.029, -0.063], [0.090, -0.104, 0.031], [0.002, -0.020, -0.001], [0.075, -0.013, -0.102], [-0.078, -0.012, 0.141], [0.281, 0.170, -0.012], [-0.692, -0.269, -0.003], [0.165, -0.050, -0.047], [0.016, 0.024, -0.026], [0.065, 0.050, 0.041], [-0.145, -0.033, 0.045], [0.129, 0.104, -0.010], [-0.091, -0.046, 0.036], [-0.001, -0.024, 0.017], [0.014, -0.005, -0.017], [0.004, 0.003, -0.011], [0.012, 0.000, 0.001], [0.024, 0.013, -0.028], [-0.017, 0.028, 0.000], [0.103, -0.003, -0.097], [-0.037, 0.026, -0.013], [-0.023, -0.028, -0.024], [-0.009, 0.007, 0.010], [-0.018, 0.008, 0.028], [-0.025, 0.022, 0.028], [0.029, -0.014, 0.007], [-0.002, -0.008, 0.026], [-0.001, 0.201, 0.125], [0.046, -0.107, 0.037], [0.301, 0.003, 0.087], [-0.175, -0.053, -0.042], [-0.137, 0.001, -0.156], [-0.074, -0.043, -0.088], [0.105, -0.017, 0.010], [-0.057, -0.063, -0.047], [0.011, 0.144, 0.016], [-0.204, -0.055, -0.119], [0.069, -0.112, 0.002], [-0.008, 0.014, 0.012], [-0.047, -0.026, 0.059], [0.030, -0.012, -0.004], [-0.026, -0.027, 0.006], [0.010, -0.117, 0.033], [0.296, -0.055, 0.275], [-0.108, -0.112, 0.112], [-0.002, -0.108, -0.023], [0.138, 0.172, -0.055], [0.006, -0.053, 0.027], [-0.242, -0.294, 0.463], [-0.015, 0.012, -0.035], [0.046, 0.001, -0.001], [0.060, 0.102, 0.000], [0.031, -0.019, -0.040], [-0.014, 0.029, -0.045]],
  "spin_multiplicity": 1,
  "total_charge": 3,
  "e_homo_ev": [-16.5, -16.5],
  "gap_ev": [4.644, 4.638],
  "lumo_energy_ev": [-11.9, -11.9]
}

=====

{
  "formula": "C7H12",
  "method": "ωB97M-V/def2-TZVPD",
  "elements": ["C", "C", "C", "C", "C", "C", "C", "H", "H", "H", "H", "H", "H", "H", "H", "H", "H", "H", "H"],
  "coordinates": [[-1.854, 0.025, 0.605], [-1.232, -0.533, -0.654], [-0.064, 0.059, -1.406], [0.819, 1.191, -0.857], [1.285, 0.755, 0.561], [1.048, -0.833, 0.592], [0.140, -1.189, -0.597], [-2.775, 0.574, 0.383], [-2.112, -0.797, 1.284], [-1.179, 0.699, 1.132], [-2.001, -0.943, -1.319], [-0.151, -0.107, -2.479], [1.697, 1.268, -1.507], [0.330, 2.178, -0.863], [2.341, 0.988, 0.762], [0.764, 1.372, 1.324], [0.642, -1.141, 1.561], [1.965, -1.442, 0.466], [0.340, -2.131, -1.115]],
  "atomic_forces_ev_per_a": [[0.029, 0.091, 0.090], [0.041, 0.001, 0.107], [0.126, 0.216, -0.145], [-0.031, -0.192, -0.153], [-0.022, -0.548, -0.108], [-0.093, 0.421, 0.118], [-0.038, 0.043, 0.102], [0.130, -0.029, 0.005], [-0.001, 0.159, -0.055], [-0.146, -0.058, 0.016], [0.538, -0.236, 0.188], [0.215, 0.469, 0.140], [-0.138, 0.037, -0.047], [0.087, -0.336, 0.077], [-0.173, -0.139, -0.375], [-0.042, -0.962, -0.265], [-0.122, 0.029, -0.082], [-0.150, 0.741, 0.084], [-0.208, 0.296, 0.303]],
  "spin_multiplicity": 1,
  "e_homo_ev": -9.7,
  "smiles": "C[C@H]1[C@H]2CCC[C@@H]12",
  "gap_ev": 10.827,
  "lumo_energy_ev": 1.2
}

=====

{
  "formula": "C2H26O10S",
  "method": "ωB97M-V/def2-TZVPD",
  "elements": ["C", "C", "S", "H", "H", "H", "H", "H", "H", "H", "H", "O", "H", "H", "O", "H", "H", "O", "H", "H", "O", "H", "H", "O", "H", "H", "O", "H", "H", "O", "H", "H", "O", "H", "H", "O", "H", "H", "O"],
  "coordinates": [[2.402, -0.408, -2.175], [2.815, 0.595, -1.125], [1.494, 0.888, 0.176], [1.692, -1.143, -1.937], [3.401, -0.853, -2.579], [2.186, -0.043, -3.230], [3.713, 0.485, -0.495], [2.991, 1.696, -1.418], [0.687, 1.581, -0.645], [-0.582, 3.370, -2.250], [-1.254, 2.065, -2.504], [-1.110, 2.915, -2.940], [-1.747, 0.199, -2.590], [-1.628, -0.987, -1.926], [-0.967, -0.292, -2.218], [-1.465, 2.641, 0.101], [-0.553, 3.684, 0.964], [-1.175, 3.580, 0.207], [-3.665, 0.385, 2.419], [-2.634, -0.293, 1.499], [-2.770, 0.014, 2.453], [-2.140, -1.332, -0.032], [-1.252, -0.173, 0.043], [-2.212, -0.389, 0.021], [1.511, -1.973, 3.519], [2.226, -1.412, 2.243], [1.593, -2.027, 2.574], [0.345, -2.995, 0.658], [1.612, -3.904, 0.233], [0.809, -3.488, -0.001], [1.410, 2.559, 1.986], [1.922, 3.775, 1.193], [1.090, 3.400, 1.539], [-1.712, -1.876, 2.688], [-0.242, -1.686, 2.479], [-1.024, -1.972, 2.067], [-1.908, -3.833, -0.803], [-0.543, -3.142, -1.061], [-1.441, -3.276, -1.442]],
  "atomic_forces_ev_per_a": [[3.969, 0.610, -3.442], [-0.854, 2.973, 1.200], [0.469, -0.904, -0.580], [-0.690, -0.904, 0.704], [-1.354, -0.267, 1.274], [-0.745, 0.579, 1.604], [-0.327, -1.071, -0.458], [-0.365, -1.780, -0.526], [-0.054, 0.169, -0.040], [-0.501, -0.044, -0.458], [0.062, 0.046, -0.195], [0.498, 0.106, 0.759], [1.429, 0.321, -0.110], [1.870, -0.001, 0.050], [-2.939, -0.432, -0.846], [0.595, 1.241, 0.683], [-0.303, -0.795, -0.740], [-0.647, -0.507, -0.349], [0.339, -0.014, 0.237], [0.122, 0.699, 1.209], [-0.894, -0.161, -0.428], [-0.133, -1.320, -0.013], [-0.587, 0.205, 0.005], [0.588, 0.724, -0.259], [0.535, 0.373, 0.932], [1.134, 1.245, -0.071], [-1.313, -1.581, -0.654], [0.386, 0.340, 1.657], [1.015, -0.101, 1.109], [-1.280, -0.003, -2.299], [-0.564, 1.304, -0.739], [-0.553, -0.228, 0.095], [1.329, -0.517, 1.338], [-1.418, 0.441, 1.118], [2.060, 0.627, 0.730], [-0.627, -1.399, -2.268], [0.345, 0.125, -0.166], [-0.364, -0.556, -0.326], [-0.234, 0.456, 0.264]],
  "spin_multiplicity": 2,
  "total_charge": -1,
  "e_homo_ev": [0.1, -6.1],
  "gap_ev": [2.643, 8.699],
  "lumo_energy_ev": [2.7, 2.6]
}

=====

| no. | electronic energy (Eh) |
| --- | --- |
| 1 | -43968.86508 |
| 2 | -3142.58821 |
| 3 | -273.88228 |
| 4 | -1242.29805 |